1.
C44H58N6P2PtSSe as an isolated structure, computed with ωB97M-V/def2-TZVPD.

Atoms and positions in Å:
Pt -0.075 1.708 0.671
N -2.141 3.698 0.619
P -1.786 2.585 1.848
C -1.243 3.482 3.304
C -0.874 4.822 3.236
C -0.391 5.461 4.369
C -0.262 4.764 5.561
C -0.626 3.424 5.632
C -1.120 2.782 4.507
C -3.264 1.697 2.323
C -3.535 0.444 1.776
C -4.711 -0.212 2.104
C -5.616 0.383 2.971
C -5.350 1.632 3.519
C -4.172 2.289 3.204
P -1.292 3.012 -0.691
C -2.534 2.366 -1.814
C -2.856 1.010 -1.786
C -3.914 0.537 -2.548
C -4.654 1.412 -3.330
C -4.344 2.766 -3.351
C -3.289 3.247 -2.593
C -0.391 4.317 -1.528
C -0.272 4.363 -2.915
C 0.512 5.344 -3.508
C 1.176 6.273 -2.721
C 1.068 6.222 -1.336
C 0.295 5.243 -0.739
H -2.996 4.236 0.541
H -0.977 5.365 2.306
H -0.120 6.507 4.321
H 0.113 5.266 6.442
H -0.539 2.886 6.566
H -1.440 1.746 4.574
H -2.830 -0.022 1.100
H -4.916 -1.189 1.687
H -6.535 -0.129 3.226
H -6.057 2.090 4.197
H -3.959 3.253 3.649
H -2.280 0.327 -1.172
H -4.163 -0.517 -2.528
H -5.480 1.041 -3.923
H -4.927 3.448 -3.956
H -3.055 4.304 -2.612
H -0.792 3.647 -3.538
H 0.595 5.386 -4.585
H 1.780 7.040 -3.187
H 1.590 6.945 -0.725
H 0.223 5.192 0.340
C 4.682 -3.749 2.527
C 3.159 -3.783 2.561
C 2.520 -2.428 2.254
C 2.614 -2.014 0.789
N 1.787 -2.843 -0.081
C 0.465 -2.654 -0.296
Se -0.589 -1.330 0.463
N 0.045 -3.596 -1.166
C -1.319 -3.792 -1.660
C -2.011 -4.970 -0.982
C -2.365 -4.718 0.482
C -3.529 -3.747 0.658
C 1.120 -4.408 -1.521
C 1.210 -5.486 -2.392
C 2.457 -6.065 -2.542
C 3.573 -5.587 -1.845
C 3.480 -4.513 -0.977
C 2.228 -3.932 -0.830
H 5.100 -4.740 2.703
H 5.072 -3.084 3.300
H 5.074 -3.399 1.569
H 2.833 -4.101 3.553
H 2.776 -4.535 1.866
H 3.010 -1.656 2.858
H 1.463 -2.437 2.534
H 3.639 -2.086 0.420
H 2.280 -0.984 0.649
H -1.247 -3.949 -2.738
H -1.854 -2.860 -1.488
H -1.372 -5.852 -1.069
H -2.920 -5.191 -1.548
H -1.486 -4.342 1.016
H -2.618 -5.671 0.948
H -3.306 -2.771 0.219
H -3.744 -3.588 1.715
H -4.434 -4.138 0.186
H 0.349 -5.862 -2.927
H 2.573 -6.909 -3.207
H 4.529 -6.073 -1.984
H 4.345 -4.162 -0.431
N 1.072 0.951 2.342
H 0.857 1.407 3.225
H 2.064 1.072 2.157
H 0.875 -0.046 2.426
C 4.579 0.036 -2.832
N 3.878 0.327 -1.576
C 4.771 0.646 -0.466
C 2.574 0.660 -1.563
S 2.065 1.897 -0.470
N 1.759 0.081 -2.447
C 1.994 -1.253 -2.995
C 0.469 0.656 -2.799
H 5.458 0.677 -2.884
H 3.943 0.265 -3.682
H 4.902 -1.004 -2.887
H 5.617 -0.038 -0.512
H 4.261 0.517 0.484
H 5.140 1.671 -0.531
H 2.776 -1.764 -2.440
H 2.263 -1.216 -4.051
H 1.069 -1.822 -2.894
H 0.509 1.736 -2.691
H -0.318 0.241 -2.168
H 0.259 0.414 -3.842

Calculated values
Calculated total energy, eV: -153509.1825
Total charge: +2
Relative energy (zero: lowest compared OMol25 entry of this formula, charge and spin), kJ/mol: 0.0

These are the Löwdin partial charges, in e, on atoms 1 to 6: Pt 0.523; N -0.293; P 0.779; C -0.370; C -0.079; C -0.053

2.
A 8-piece molecular cluster, C44H58O25 overall at a distorted geometry, computed with ωB97M-V/def2-TZVPD.

Atoms and positions in Å:
C 5.642 -2.160 -0.781
C 4.197 -2.914 -0.856
O 4.093 -3.461 -2.211
C 3.029 -2.840 -2.934
O 1.856 -3.249 -2.703
C 3.219 -1.707 -4.040
C 3.524 -0.235 -3.461
C 2.234 0.763 -3.536
C 1.030 -0.067 -2.838
C 1.287 -0.461 -1.339
C 0.247 -1.290 -0.555
C -1.042 -1.705 -1.296
C -1.302 -1.302 -2.795
C -0.268 -0.470 -3.588
C -2.672 -1.831 -3.466
O -3.360 -1.151 -4.263
C -3.111 -3.308 -2.980
C -2.883 -3.665 -1.616
C -2.179 -2.608 -0.599
O -2.526 -2.488 0.612
H 5.565 -1.200 -0.167
H 6.412 -2.903 -0.370
H 5.874 -1.863 -1.874
H 3.352 -2.187 -0.612
H 4.220 -3.723 -0.046
H 4.079 -1.992 -4.737
H 2.270 -1.704 -4.680
H 4.374 0.208 -4.101
H 3.901 -0.227 -2.378
H 2.430 1.749 -2.991
H 1.970 0.971 -4.640
H 2.260 -0.169 -0.807
H 0.485 -1.580 0.518
H -0.462 -0.172 -4.680
H -3.570 -4.048 -3.710
H -3.170 -4.717 -1.288
C -6.059 -1.930 -0.097
C -7.112 -2.196 -1.153
C -7.480 -0.999 -1.980
O -8.792 -1.335 -2.417
C -9.320 -2.151 -1.461
O -10.468 -2.487 -1.414
O -8.367 -2.532 -0.563
H -6.148 -2.643 0.726
H -5.055 -2.010 -0.518
H -6.164 -0.930 0.332
H -6.807 -3.043 -1.778
H -6.811 -0.848 -2.828
H -7.541 -0.071 -1.400
C -2.525 3.532 -6.270
C -1.149 3.749 -6.864
C -0.818 2.844 -8.015
O 0.604 2.826 -7.977
C 0.957 3.044 -6.679
O 2.069 2.923 -6.248
O -0.122 3.412 -5.933
H -2.553 3.854 -5.226
H -3.279 4.090 -6.831
H -2.809 2.476 -6.286
H -1.019 4.804 -7.127
H -1.180 3.224 -8.971
H -1.176 1.816 -7.878
C -0.552 3.564 1.435
C 0.887 3.092 1.446
C 1.797 3.889 2.334
O 3.070 3.657 1.734
C 2.836 3.422 0.415
O 3.689 3.358 -0.426
O 1.502 3.272 0.172
H -1.046 3.283 0.501
H -1.106 3.129 2.270
H -0.619 4.652 1.518
H 0.926 2.021 1.680
H 1.784 3.551 3.362
H 1.600 4.962 2.307
C 8.104 -6.480 3.474
C 7.129 -5.681 2.634
C 7.659 -5.263 1.294
O 6.864 -4.119 1.004
C 6.512 -3.581 2.210
O 5.988 -2.515 2.349
O 6.841 -4.419 3.233
H 7.878 -6.374 4.538
H 8.063 -7.539 3.209
H 9.133 -6.138 3.331
H 6.182 -6.225 2.545
H 7.533 -6.032 0.530
H 8.710 -4.951 1.318
C 0.707 -5.027 -5.028
C 1.260 -5.211 -6.425
C 2.347 -6.240 -6.535
O 3.046 -5.808 -7.697
C 2.868 -4.459 -7.775
O 3.457 -3.739 -8.528
O 1.933 -4.037 -6.877
H 0.285 -4.026 -4.905
H -0.072 -5.766 -4.822
H 1.485 -5.140 -4.269
H 0.442 -5.409 -7.127
H 1.961 -7.252 -6.663
H 3.046 -6.226 -5.691
C -2.037 5.018 7.045
C -1.470 4.831 5.653
C -0.392 3.793 5.554
O 0.328 4.216 4.399
C 0.159 5.576 4.324
O 0.759 6.300 3.583
O -0.781 6.000 5.211
H -2.450 6.019 7.164
H -2.825 4.286 7.240
H -1.268 4.897 7.812
H -2.282 4.642 4.942
H -0.787 2.784 5.421
H 0.298 3.799 6.407
C -5.925 5.625 12.357
C -5.356 5.430 10.967
C -4.280 4.389 10.874
O -3.561 4.809 9.720
C -3.723 6.160 9.636
O -3.116 6.872 8.886
O -4.664 6.595 10.520
H -6.337 6.631 12.470
H -6.714 4.896 12.555
H -5.157 5.506 13.126
H -6.167 5.239 10.255
H -4.675 3.381 10.745
H -3.590 4.398 11.727

Calculated values
Calculated total energy, eV: -97750.0823
Total charge: 0

These are the Löwdin partial charges, in e, on atoms 1 to 6: C -0.068; C -0.189; O -0.085; C -0.351; O 0.030; C -0.073

3.
C44H60AsF6N4O18S5 as an isolated structure at a distorted geometry, computed with ωB97M-V/def2-TZVPD.

Atoms and positions in Å:
As 0.259 0.358 0.055
F -1.430 0.827 -0.048
F 0.281 0.179 -1.715
F 2.000 -0.189 0.059
F 0.423 0.479 1.810
F -0.248 -1.319 0.323
F 0.701 2.132 -0.048
C -4.300 -4.284 -1.967
C -3.867 -5.314 -1.134
C -4.622 -6.481 -0.999
C -5.752 -6.672 -1.776
C -6.210 -5.643 -2.577
C -5.478 -4.439 -2.665
N -6.477 -7.954 -1.634
O -7.190 -8.286 -2.597
O -6.331 -8.598 -0.587
H -3.621 -3.458 -2.120
H -2.952 -5.225 -0.568
H -4.261 -7.252 -0.334
H -7.024 -5.658 -3.287
H -5.820 -3.759 -3.431
C 2.087 -5.612 3.418
C 1.828 -6.939 3.702
C 1.304 -7.819 2.669
C 0.977 -7.287 1.427
C 1.299 -5.894 1.122
C 1.818 -5.077 2.136
N 0.395 -8.114 0.387
O 0.184 -7.622 -0.723
O 0.067 -9.267 0.638
H 2.478 -4.958 4.183
H 2.179 -7.337 4.642
H 1.349 -8.889 2.806
H 0.931 -5.451 0.209
H 1.865 -4.016 1.937
C 7.094 2.047 -3.665
C 8.285 1.433 -3.959
C 8.336 0.072 -4.041
C 7.181 -0.757 -3.839
C 5.982 -0.042 -3.534
C 5.931 1.349 -3.480
N 7.226 -2.190 -4.008
O 6.286 -2.823 -4.372
O 8.332 -2.720 -3.801
H 7.135 3.123 -3.742
H 9.228 1.960 -3.956
H 9.297 -0.359 -4.277
H 5.048 -0.578 -3.447
H 5.010 1.877 -3.281
C -3.546 2.063 -5.603
C -3.558 3.130 -4.727
C -3.977 4.389 -5.111
C -4.424 4.557 -6.442
C -4.536 3.429 -7.258
C -4.063 2.139 -6.879
N -4.639 5.941 -6.938
O -4.052 6.802 -6.304
O -5.371 6.183 -7.893
H -3.337 1.115 -5.129
H -3.238 2.939 -3.713
H -3.826 5.243 -4.466
H -4.831 3.572 -8.287
H -4.095 1.320 -7.582
C 1.954 6.956 -2.059
C 1.550 7.288 -0.618
C 0.800 8.662 -0.675
S -0.048 8.740 -2.347
O 0.387 9.871 -3.199
O -1.477 8.407 -2.173
C 0.789 7.252 -3.042
H 2.222 5.900 -2.054
H 2.911 7.461 -2.189
H 2.428 7.311 0.028
H 0.869 6.561 -0.175
H 1.557 9.422 -0.867
H 0.250 9.092 0.162
H 1.026 7.536 -4.067
H 0.144 6.384 -2.905
C -2.002 -3.150 6.696
C -2.027 -1.796 5.935
C -2.190 -0.688 7.006
S -3.416 -1.441 8.201
O -4.745 -0.907 7.930
O -2.817 -1.229 9.506
C -3.190 -3.253 7.641
H -1.030 -3.173 7.188
H -1.963 -3.957 5.964
H -2.755 -1.765 5.124
H -1.137 -1.521 5.370
H -2.654 0.175 6.529
H -1.202 -0.509 7.430
H -4.058 -3.522 7.039
H -3.171 -3.877 8.535
C -0.375 -3.617 -5.805
C 0.195 -4.519 -4.726
C 1.523 -4.897 -5.305
S 1.112 -5.568 -6.946
O 0.677 -6.934 -6.739
O 2.116 -5.240 -7.964
C -0.387 -4.507 -7.125
H 0.261 -2.740 -5.924
H -1.309 -3.167 -5.469
H -0.418 -5.397 -4.519
H 0.317 -3.932 -3.816
H 2.107 -5.629 -4.747
H 2.096 -3.985 -5.468
H -1.248 -5.174 -7.084
H -0.414 -4.145 -8.153
C 5.526 1.337 6.110
C 6.492 0.922 7.276
C 5.602 0.226 8.299
S 4.397 -0.798 7.250
O 3.089 -0.856 7.916
O 5.052 -2.056 6.985
C 4.473 0.278 5.680
H 6.003 1.711 5.204
H 4.987 2.228 6.432
H 6.966 1.819 7.674
H 7.267 0.240 6.927
H 5.047 1.006 8.820
H 6.040 -0.385 9.088
H 3.518 0.801 5.623
H 4.669 -0.268 4.758
C -4.090 7.594 2.500
C -4.414 6.223 1.877
C -3.194 5.318 2.082
S -2.399 5.731 3.699
O -0.948 6.049 3.566
O -2.910 4.898 4.790
C -3.361 7.356 3.833
H -4.956 8.242 2.632
H -3.409 8.178 1.881
H -4.670 6.318 0.822
H -5.278 5.786 2.378
H -2.450 5.589 1.333
H -3.287 4.235 1.996
H -2.612 8.004 4.289
H -4.127 7.122 4.573

Calculated values
Calculated total energy, eV: -220725.9202
Total charge: -1
Relative energy (zero: lowest compared OMol25 entry of this formula, charge and spin), kJ/mol: 390.1

These are the Löwdin partial charges, in e, on atoms 1 to 6: As 0.856; F -0.288; F -0.304; F -0.330; F -0.297; F -0.306

4.
C44H60ClN6O4S3ScSi2 as an isolated structure, computed with ωB97M-V/def2-TZVPD.

Atoms and positions in Å:
Sc 0.167 -0.242 0.205
N 3.882 -1.471 2.598
C 2.520 -1.310 2.478
S 1.803 0.121 3.047
N 1.906 -2.361 1.954
N 0.617 -2.117 1.622
C -0.182 -3.121 1.541
C 0.250 -4.514 1.822
C 1.035 -5.171 0.878
C 1.435 -6.476 1.098
C 1.064 -7.136 2.263
C 0.290 -6.484 3.209
C -0.117 -5.175 2.987
C -1.548 -2.851 1.070
C -2.556 -3.813 1.140
C -3.844 -3.456 0.779
C -4.100 -2.158 0.373
C -3.031 -1.270 0.290
N -1.789 -1.615 0.604
H 4.368 -0.593 2.681
H 4.266 -2.114 1.921
H 1.322 -4.634 -0.018
H 2.044 -6.982 0.360
H 1.382 -8.158 2.435
H 0.005 -6.991 4.123
H -0.717 -4.657 3.726
H -2.324 -4.813 1.474
H -4.641 -4.189 0.821
H -5.090 -1.834 0.087
H -3.174 -0.261 -0.072
C -1.746 -0.467 3.761
C -1.806 0.823 2.999
C -2.514 1.921 3.464
C -2.511 3.081 2.687
C -1.836 3.126 1.493
C -1.144 1.967 1.065
N -1.138 0.865 1.853
N -0.468 1.791 -0.078
Si -0.158 2.958 -1.320
C 0.990 4.285 -0.619
C -1.700 3.836 -1.958
C 0.718 2.113 -2.737
H -2.102 -0.333 4.782
H -0.716 -0.825 3.771
H -2.366 -1.222 3.272
H -3.042 1.871 4.406
H -3.052 3.959 3.026
H -1.838 4.012 0.878
H 0.541 4.797 0.233
H 1.249 5.034 -1.370
H 1.909 3.807 -0.275
H -2.062 4.607 -1.275
H -2.496 3.116 -2.139
H -1.465 4.320 -2.910
H 1.732 1.835 -2.452
H 0.765 2.782 -3.599
H 0.178 1.211 -3.031
C 9.201 1.167 1.536
C 9.773 2.206 0.611
O 10.579 3.032 0.955
S 9.261 2.139 -1.105
C 7.544 1.744 -0.942
C 7.081 0.468 -1.252
C 5.746 0.153 -1.092
C 4.832 1.100 -0.605
C 5.315 2.386 -0.311
C 6.645 2.705 -0.485
C 3.472 0.759 -0.399
C 2.318 0.414 -0.185
H 9.629 1.304 2.526
H 9.433 0.174 1.151
H 8.114 1.247 1.582
H 7.778 -0.279 -1.611
H 5.382 -0.837 -1.333
H 4.620 3.126 0.063
H 7.001 3.702 -0.254
Cl 0.592 -1.983 -1.474
C -6.819 -0.821 -5.264
C -5.804 -0.391 -4.205
C -5.826 -1.377 -3.036
C -6.124 1.022 -3.704
O -4.544 -0.358 -4.851
Si -3.029 -0.695 -4.214
S -2.595 0.342 -2.532
O -2.071 -0.431 -5.546
C -1.970 0.693 -6.406
C -0.521 0.719 -6.894
C -2.295 2.004 -5.692
C -2.928 0.480 -7.579
O -2.989 -2.334 -4.003
C -2.356 -3.409 -4.669
C -0.853 -3.180 -4.781
C -2.983 -3.586 -6.050
C -2.625 -4.637 -3.798
H -7.826 -0.875 -4.846
H -6.545 -1.801 -5.655
H -6.818 -0.109 -6.092
H -6.819 -1.387 -2.578
H -5.088 -1.085 -2.289
H -5.577 -2.380 -3.378
H -7.114 1.063 -3.242
H -6.095 1.723 -4.540
H -5.370 1.321 -2.976
H 0.151 0.811 -6.040
H -0.350 1.560 -7.571
H -0.287 -0.209 -7.418
H -1.665 2.126 -4.813
H -3.330 2.015 -5.356
H -2.133 2.842 -6.376
H -2.661 -0.432 -8.117
H -2.884 1.323 -8.274
H -3.944 0.374 -7.203
H -0.643 -2.341 -5.443
H -0.369 -4.078 -5.176
H -0.439 -2.954 -3.802
H -2.850 -2.675 -6.633
H -4.052 -3.783 -5.954
H -2.516 -4.420 -6.581
H -2.200 -4.477 -2.807
H -2.178 -5.532 -4.236
H -3.701 -4.792 -3.693

Calculated values
Calculated total energy, eV: -145230.0699
Total charge: -2
Relative energy (zero: lowest compared OMol25 entry of this formula, charge and spin), kJ/mol: 25.3

These are the Löwdin partial charges, in e, on atoms 1 to 6: Sc 0.624; N 0.047; C -0.951; S 0.556; N 0.004; N -0.060

no.,HOMO (eV)
1,-12.2
2,-8.8
3,-8.5
4,-2.5